No. 1
A structure of composition C20H48AlF6O24S8, computed with ωB97M-V with the def2-TZVPD basis set.

Positions of all 107 atoms, in Å:
1 Al 13.219 -14.637 -20.284
2 C 11.771 -17.444 -25.162
3 F 10.634 -17.846 -25.856
4 F 12.709 -18.359 -25.330
5 F 12.188 -16.353 -25.710
6 S 11.408 -17.087 -23.191
7 O 11.548 -18.414 -22.586
8 O 12.368 -16.121 -22.676
9 O 10.009 -16.712 -23.075
10 C 12.729 -10.021 -18.251
11 F 13.511 -9.103 -18.856
12 F 13.394 -10.993 -17.649
13 F 11.971 -9.379 -17.416
14 S 11.441 -10.777 -19.459
15 O 11.102 -9.703 -20.406
16 O 12.146 -11.906 -20.042
17 O 10.266 -11.129 -18.653
18 O 14.650 -11.170 -24.024
19 S 14.976 -11.286 -22.627
20 O 14.408 -12.359 -21.773
21 O 16.569 -11.203 -22.354
22 C 17.388 -10.364 -23.135
23 C 18.687 -10.009 -22.328
24 C 14.574 -9.696 -21.709
25 H 16.869 -9.420 -23.297
26 H 17.707 -10.656 -24.136
27 H 19.428 -10.804 -22.411
28 H 18.475 -9.952 -21.260
29 H 19.239 -9.104 -22.579
30 H 14.988 -8.841 -22.244
31 H 15.041 -9.643 -20.726
32 H 13.489 -9.595 -21.705
33 O 14.873 -18.259 -16.972
34 S 15.313 -16.866 -17.082
35 O 14.608 -15.990 -18.031
36 O 15.262 -16.236 -15.556
37 C 15.350 -14.864 -15.317
38 C 15.418 -14.761 -13.813
39 C 17.093 -16.822 -17.337
40 H 14.475 -14.393 -15.765
41 H 16.273 -14.523 -15.786
42 H 15.757 -15.595 -13.198
43 H 14.486 -14.401 -13.377
44 H 16.135 -13.996 -13.514
45 H 17.528 -17.411 -16.529
46 H 17.451 -15.793 -17.343
47 H 17.311 -17.266 -18.309
48 O 8.685 -12.239 -21.047
49 S 8.928 -13.596 -20.585
50 O 10.287 -14.185 -20.457
51 O 8.064 -13.819 -19.172
52 C 7.028 -12.910 -18.960
53 C 6.512 -13.007 -17.556
54 C 8.076 -14.687 -21.724
55 H 6.191 -13.016 -19.650
56 H 7.346 -11.887 -19.164
57 H 7.338 -12.885 -16.856
58 H 5.982 -13.934 -17.342
59 H 5.756 -12.234 -17.416
60 H 8.256 -15.642 -21.230
61 H 8.703 -14.751 -22.614
62 H 7.035 -14.368 -21.779
63 O 14.316 -17.399 -20.660
64 S 14.849 -18.736 -20.621
65 O 16.160 -18.930 -20.007
66 O 13.719 -19.683 -19.896
67 C 14.074 -21.012 -19.492
68 C 13.272 -21.273 -18.239
69 C 14.913 -19.371 -22.328
70 H 15.124 -21.058 -19.199
71 H 13.887 -21.734 -20.286
72 H 13.676 -22.156 -17.743
73 H 12.225 -21.305 -18.542
74 H 13.318 -20.533 -17.441
75 H 15.632 -18.832 -22.946
76 H 13.956 -19.238 -22.831
77 H 15.165 -20.424 -22.446
78 O 12.214 -13.020 -15.432
79 S 11.610 -13.873 -16.434
80 O 11.998 -13.732 -17.841
81 O 11.801 -15.456 -15.942
82 C 11.804 -15.757 -14.590
83 C 12.392 -17.172 -14.435
84 C 9.820 -13.812 -16.368
85 H 10.742 -15.818 -14.351
86 H 12.227 -14.970 -13.966
87 H 12.085 -17.956 -15.128
88 H 12.248 -17.474 -13.397
89 H 13.456 -17.143 -14.670
90 H 9.607 -13.803 -15.299
91 H 9.375 -14.637 -16.925
92 H 9.538 -12.855 -16.807
93 O 11.718 -16.776 -19.182
94 S 10.984 -17.796 -18.416
95 O 11.633 -18.729 -17.477
96 O 9.761 -17.133 -17.554
97 C 8.928 -17.948 -16.735
98 C 7.486 -17.445 -17.088
99 C 10.022 -18.745 -19.761
100 H 9.256 -17.811 -15.705
101 H 8.871 -19.010 -16.975
102 H 7.437 -17.357 -18.174
103 H 7.390 -16.420 -16.731
104 H 6.652 -18.061 -16.751
105 H 9.449 -19.570 -19.338
106 H 10.828 -19.067 -20.420
107 H 9.504 -17.929 -20.266

Properties
E_LUMO, eV: -9.40
Net charge: +1
E_tot, Ha: -6623.11418
Largest force on an atom, Eh/bohr: 0.0887
Frontier orbital gap, eV: 2.76

No. 2
A structure of composition C4H12AgN4O14S2, computed with ωB97M-V with the def2-TZVPD basis set.

Positions of all 37 atoms, in Å:
1 Ag -11.914 -15.222 4.176
2 N -11.975 -17.839 -0.286
3 O -13.104 -18.054 -0.759
4 O -11.596 -16.672 -0.270
5 O -11.427 -18.810 0.195
6 N -16.172 -19.043 5.508
7 O -16.702 -18.901 4.395
8 O -16.717 -19.335 6.526
9 O -14.988 -18.839 5.651
10 N -11.672 -15.915 9.891
11 O -11.346 -15.273 8.931
12 O -12.826 -16.066 10.144
13 O -10.834 -16.478 10.548
14 N -6.521 -17.399 5.190
15 O -5.777 -18.265 4.740
16 O -6.183 -16.256 5.489
17 O -7.748 -17.635 5.242
18 C -7.223 -10.056 1.585
19 S -8.803 -9.620 2.446
20 O -8.867 -10.664 3.610
21 C -8.043 -8.088 3.307
22 H -7.367 -11.044 1.147
23 H -6.289 -9.981 2.143
24 H -7.109 -9.521 0.643
25 H -7.630 -7.423 2.548
26 H -7.223 -8.538 3.866
27 H -8.788 -7.555 3.898
28 C -19.301 -10.509 4.344
29 S -17.685 -10.244 5.200
30 O -16.851 -11.355 4.584
31 C -17.190 -8.537 4.600
32 H -20.044 -9.816 4.739
33 H -19.541 -11.534 4.626
34 H -19.241 -10.459 3.257
35 H -16.259 -8.169 5.032
36 H -18.013 -7.867 4.851
37 H -17.016 -8.605 3.526

Properties
E_LUMO, eV: 2.72
Net charge: -3
E_tot, Ha: -2374.60477
Largest force on an atom, Eh/bohr: 0.1104
Frontier orbital gap, eV: 3.09

No. 3
The molecule C3H3P3, computed with ωB97M-V with the def2-TZVPD basis set.

Positions of all 9 atoms, in Å:
1 H 2.883 -0.797 -0.401
2 P 2.460 0.427 -0.023
3 C 0.771 0.155 0.080
4 C -0.237 1.235 0.073
5 P -1.900 0.823 -0.016
6 C -1.560 -0.917 -0.039
7 P 0.058 -1.514 0.038
8 H -0.076 2.318 0.224
9 H -2.398 -1.731 0.063

Properties
E_LUMO, eV: -2.01
E_tot, Ha: -1140.07398
Largest force on an atom, Eh/bohr: 0.0601
SMILES: [H]/P=C1/C=PC=P1
Frontier orbital gap, eV: 6.51

No. 4
A structure of composition C23H14Br2CoN3O4Te, computed with ωB97M-V with the def2-TZVPD basis set.

Positions of all 48 atoms, in Å:
1 Co 0.599 0.273 0.379
2 O -1.368 3.658 -1.783
3 C -1.205 3.167 -3.027
4 C -1.695 3.885 -4.108
5 C -1.538 3.409 -5.403
6 C -0.890 2.200 -5.625
7 C -0.418 1.462 -4.559
8 C -0.570 1.923 -3.245
9 C -0.107 1.140 -2.113
10 O 0.039 1.704 -0.944
11 N 0.144 -0.135 -2.298
12 N 0.499 -0.768 -1.162
13 C 0.904 -2.014 -1.306
14 C 1.241 -2.873 -0.238
15 C 1.718 -4.169 -0.490
16 C 1.962 -5.057 0.535
17 C 1.758 -4.658 1.852
18 C 1.324 -3.377 2.138
19 C 1.042 -2.451 1.119
20 O 0.588 -1.280 1.428
21 H -0.876 3.023 -1.181
22 H -2.202 4.819 -3.906
23 H -1.926 3.986 -6.234
24 H -0.750 1.840 -6.638
25 H 0.081 0.516 -4.712
26 H 0.989 -2.388 -2.326
27 H 1.891 -4.460 -1.521
28 H 2.294 -6.066 0.313
29 H 1.934 -5.360 2.660
30 H 1.181 -3.062 3.164
31 Br 1.738 2.328 4.679
32 C -0.040 2.266 3.985
33 C -1.067 2.780 4.749
34 C -2.342 2.782 4.224
35 Br -3.726 3.619 5.262
36 C -2.635 2.267 2.953
37 C -3.888 2.328 2.318
38 C -4.012 1.802 1.042
39 C -2.931 1.159 0.457
40 N -1.741 1.064 1.034
41 C -1.572 1.657 2.230
42 C -0.219 1.700 2.711
43 O 0.763 1.298 2.001
44 H -0.875 3.189 5.731
45 H -4.725 2.813 2.804
46 H -4.947 1.896 0.505
47 H -3.015 0.730 -0.534
48 Te 3.139 0.748 0.003

Properties
E_LUMO, eV: 3.91
Net charge: -2
E_tot, Ha: -8149.00564
Largest force on an atom, Eh/bohr: 0.0475
Frontier orbital gap, eV: 3.97

No. 5
The molecule C21H28N4O3, computed with ωB97M-V with the def2-TZVPD basis set.

Positions of all 56 atoms, in Å:
1 C 3.176 2.694 -0.130
2 C 1.659 2.805 -0.039
3 C 1.123 1.929 1.100
4 N -0.302 1.704 1.038
5 C -1.131 2.886 1.203
6 C -1.033 3.551 2.581
7 C -1.375 2.595 3.716
8 C -0.900 0.489 1.115
9 N -2.170 0.496 1.496
10 C -2.823 -0.646 1.746
11 C -4.163 -0.629 2.179
12 C -4.775 -1.805 2.519
13 C -4.095 -3.031 2.433
14 C -2.803 -3.082 1.985
15 C -2.155 -1.890 1.621
16 N -0.933 -1.903 1.053
17 C -0.319 -0.790 0.771
18 C 0.915 -1.049 -0.085
19 C 2.151 -1.037 0.656
20 N 3.122 -1.058 1.261
21 C 0.970 -0.178 -1.341
22 O 0.042 0.458 -1.762
23 O 2.165 -0.266 -1.902
24 C 2.378 0.401 -3.154
25 C 3.877 0.406 -3.400
26 C 1.615 -0.316 -4.273
27 O 2.070 -1.643 -4.368
28 C 1.395 -2.381 -5.352
29 H 3.637 3.022 0.799
30 H 3.477 1.664 -0.309
31 H 3.556 3.314 -0.939
32 H 1.199 2.495 -0.978
33 H 1.388 3.848 0.133
34 H 1.644 0.976 1.094
35 H 1.366 2.408 2.057
36 H -2.160 2.575 1.030
37 H -0.844 3.607 0.432
38 H -1.731 4.390 2.588
39 H -0.032 3.960 2.734
40 H -1.362 3.118 4.670
41 H -2.362 2.167 3.563
42 H -0.658 1.778 3.765
43 H -4.670 0.320 2.257
44 H -5.798 -1.797 2.867
45 H -4.607 -3.938 2.718
46 H -2.263 -4.013 1.901
47 H 0.798 -2.084 -0.445
48 H 1.981 1.422 -3.072
49 H 4.393 0.852 -2.555
50 H 4.217 -0.617 -3.526
51 H 4.100 0.975 -4.298
52 H 0.536 -0.294 -4.058
53 H 1.786 0.223 -5.218
54 H 1.820 -3.382 -5.334
55 H 0.319 -2.435 -5.141
56 H 1.536 -1.939 -6.346

Properties
E_LUMO, eV: 0.05
E_tot, Ha: -1261.75285
Largest force on an atom, Eh/bohr: 0.0189
SMILES: CCCN(CCC)c1nc2ccccc2nc1[C@H](C#N)C(=O)O[C@@H](C)COC
Frontier orbital gap, eV: 7.93

No. 6
A cluster of 5 separate species, C3H14O5 in total, computed with ωB97M-V with the def2-TZVPD basis set.

Positions of all 22 atoms, in Å:
1 O 2.497 -1.617 1.937
2 C 2.124 -1.359 0.788
3 C 1.637 -0.073 0.355
4 C 1.566 1.002 1.401
5 H 2.356 -1.949 -0.038
6 H 0.612 -0.361 0.064
7 H 2.094 0.493 -0.476
8 H 2.324 0.811 2.190
9 H 0.546 0.898 1.901
10 H 1.529 2.120 0.860
11 H -1.301 -0.155 -2.454
12 H -1.450 1.417 -1.887
13 O -1.835 0.495 -2.074
14 H -1.227 -2.342 0.194
15 H -0.658 -3.394 -0.739
16 O -0.438 -2.536 -0.401
17 H -0.324 3.478 -1.459
18 H -1.310 3.299 -0.086
19 O -0.570 2.949 -0.629
20 H -3.036 -1.006 0.919
21 H -2.376 -0.753 -0.497
22 O -2.760 -1.418 0.128

Properties
E_LUMO (spin up / spin down), eV: 3.13 / 3.00
Net charge: -1
E_tot, Ha: -498.82108
Largest force on an atom, Eh/bohr: 0.0752
Frontier orbital gap (spin up / spin down), eV: 2.75 / 9.91
Multiplicity: 2

No. 7
A cluster of 2 separate species, C5H9N4O in total, computed with ωB97M-V with the def2-TZVPD basis set.

Positions of all 19 atoms, in Å:
1 C 1.351 -1.760 1.444
2 C -0.873 -0.256 -0.847
3 C 0.720 1.505 -0.125
4 C -2.780 1.758 -0.311
5 C -0.618 1.075 -0.396
6 N 1.787 -1.186 0.314
7 N 1.842 -2.970 1.632
8 N 2.761 -2.065 -0.106
9 N 2.741 -3.076 0.678
10 O -1.508 2.020 -0.311
11 H -1.618 -0.892 -0.263
12 H -1.276 -0.185 -1.802
13 H 0.178 -0.737 -0.923
14 H 1.423 1.575 -0.975
15 H 1.187 0.787 0.495
16 H 0.745 2.375 0.478
17 H -3.074 0.761 -0.724
18 H -3.508 2.608 -0.230
19 H 0.522 -1.336 1.971

Properties
E_LUMO (spin up / spin down), eV: 3.37 / 3.00
Net charge: -1
E_tot, Ha: -490.02076
Largest force on an atom, Eh/bohr: 0.0972
Frontier orbital gap (spin up / spin down), eV: 5.83 / 8.11
Multiplicity: 3

No. 8
The molecule C3H6ClNO, computed with ωB97M-V with the def2-TZVPD basis set.

Positions of all 12 atoms, in Å:
1 C -0.215 0.738 0.901
2 C -0.351 0.525 -0.578
3 C -0.240 -0.929 -0.954
4 O 0.112 1.551 -1.464
5 N -1.204 1.313 -1.349
6 Cl -2.294 2.878 -0.542
7 H -1.247 0.380 1.275
8 H -0.206 1.854 0.968
9 H 0.741 0.318 1.359
10 H -1.038 -1.415 -0.429
11 H 0.782 -1.245 -0.825
12 H -0.440 -0.971 -2.099

Properties
E_LUMO (spin up / spin down), eV: -0.73 / -0.74
E_tot, Ha: -707.94831
Largest force on an atom, Eh/bohr: 0.0787
SMILES: CC1(C)ON1Cl
Frontier orbital gap (spin up / spin down), eV: 9.18 / 9.18

No. 9
A structure of composition C30H43F5OP2Ru, computed with ωB97M-V with the def2-TZVPD basis set.

Positions of all 82 atoms, in Å:
1 Ru 0.257 -0.565 1.790
2 C 1.573 -0.147 4.156
3 C 0.265 -0.738 3.935
4 C 1.916 -2.118 3.020
5 C 2.549 -0.988 3.585
6 C 0.488 -2.024 3.250
7 C 1.828 1.093 4.914
8 H 0.913 1.679 5.038
9 H 2.573 1.713 4.398
10 H 2.211 0.866 5.918
11 C 4.016 -0.775 3.622
12 H 4.252 0.265 3.860
13 H 4.458 -1.005 2.645
14 H 4.494 -1.426 4.368
15 C 2.596 -3.266 2.390
16 H 3.087 -3.901 3.141
17 H 3.372 -2.929 1.687
18 H 1.881 -3.884 1.836
19 C -0.457 -3.167 3.252
20 H -0.323 -3.782 4.150
21 H -0.289 -3.792 2.372
22 H -1.486 -2.807 3.221
23 C -0.963 -0.386 4.692
24 H -0.979 -0.862 5.687
25 H -1.854 -0.708 4.145
26 H -1.028 0.698 4.836
27 C 0.662 1.184 0.649
28 C 0.038 1.608 1.852
29 C -1.427 1.967 1.950
30 C -2.362 0.890 1.341
31 C -1.786 -0.510 1.320
32 C -1.082 -1.042 0.203
33 C -0.667 -0.258 -1.011
34 C -0.011 1.105 -0.699
35 H -1.610 2.952 1.483
36 H -2.663 1.185 0.327
37 H -1.682 2.089 3.012
38 H -0.736 1.932 -0.803
39 H 1.750 1.348 0.627
40 H 0.717 2.113 2.545
41 H 0.786 1.288 -1.439
42 H 0.069 -0.860 -1.570
43 H -1.216 -2.109 0.024
44 H -1.514 -0.128 -1.706
45 H -3.285 0.859 1.937
46 H -2.358 -1.240 1.900
47 P -2.260 -0.289 -4.475
48 P -2.923 -3.067 -5.380
49 C -3.252 -0.381 -6.068
50 C -3.133 -1.758 -6.708
51 H -2.881 0.397 -6.749
52 H -4.299 -0.143 -5.831
53 H -4.019 -2.008 -7.309
54 H -2.256 -1.823 -7.369
55 C -2.644 -4.433 -6.583
56 H -2.682 -5.391 -6.055
57 H -1.656 -4.319 -7.040
58 H -3.408 -4.426 -7.371
59 C -4.740 -3.359 -5.192
60 H -5.215 -3.433 -6.180
61 H -5.197 -2.542 -4.622
62 H -4.881 -4.303 -4.651
63 C -0.996 0.868 -5.156
64 H -0.345 1.229 -4.352
65 H -1.492 1.715 -5.650
66 H -0.389 0.325 -5.892
67 C -3.381 0.889 -3.611
68 H -4.299 0.353 -3.336
69 H -3.635 1.731 -4.269
70 H -2.899 1.259 -2.698
71 F 5.798 6.780 2.131
72 C 5.226 5.561 2.097
73 C 5.446 4.657 3.139
74 F 6.318 4.973 4.124
75 C 4.826 3.434 3.134
76 F 5.109 2.548 4.122
77 C 3.936 3.020 2.085
78 O 3.305 1.935 2.128
79 C 3.853 3.935 0.973
80 F 3.207 3.526 -0.133
81 C 4.473 5.163 0.988
82 F 4.411 5.963 -0.089

Properties
E_LUMO (spin up / spin down), eV: -2.40 / -5.42
Net charge: +1
E_tot, Ha: -2520.61442
Largest force on an atom, Eh/bohr: 0.0447
Frontier orbital gap (spin up / spin down), eV: 6.95 / 3.96
Multiplicity: 6

Repeat the sixth record exactly.
A cluster of 5 separate species, C3H14O5 in total, computed with ωB97M-V with the def2-TZVPD basis set.

Positions of all 22 atoms, in Å:
1 O 2.497 -1.617 1.937
2 C 2.124 -1.359 0.788
3 C 1.637 -0.073 0.355
4 C 1.566 1.002 1.401
5 H 2.356 -1.949 -0.038
6 H 0.612 -0.361 0.064
7 H 2.094 0.493 -0.476
8 H 2.324 0.811 2.190
9 H 0.546 0.898 1.901
10 H 1.529 2.120 0.860
11 H -1.301 -0.155 -2.454
12 H -1.450 1.417 -1.887
13 O -1.835 0.495 -2.074
14 H -1.227 -2.342 0.194
15 H -0.658 -3.394 -0.739
16 O -0.438 -2.536 -0.401
17 H -0.324 3.478 -1.459
18 H -1.310 3.299 -0.086
19 O -0.570 2.949 -0.629
20 H -3.036 -1.006 0.919
21 H -2.376 -0.753 -0.497
22 O -2.760 -1.418 0.128

Properties
E_LUMO (spin up / spin down), eV: 3.13 / 3.00
Net charge: -1
E_tot, Ha: -498.82108
Largest force on an atom, Eh/bohr: 0.0752
Frontier orbital gap (spin up / spin down), eV: 2.75 / 9.91
Multiplicity: 2